Record 1
{"formula": "C11H12F2N2", "method": "ωB97M-V/def2-TZVPD", "elements": ["F", "F", "N", "N", "C", "C", "C", "C", "C", "C", "C", "C", "C", "C", "C", "H", "H", "H", "H", "H", "H", "H", "H", "H", "H", "H", "H"], "xyz": [[-1.206, -1.014, 3.866], [-1.486, 1.785, 4.443], [-0.887, -1.716, -1.324], [0.152, 0.266, -0.695], [1.398, -1.886, -0.595], [0.864, -0.883, -2.818], [-1.011, -0.059, 2.911], [-0.315, 1.781, 0.959], [0.015, 2.473, -0.239], [-0.255, 0.418, 0.665], [0.331, 1.562, -1.197], [0.378, -1.019, -1.362], [-0.695, 2.241, 2.219], [-1.033, 1.325, 3.228], [-0.598, -0.528, 1.659], [0.041, 3.548, -0.414], [-0.625, -1.578, 1.498], [-1.585, -1.267, -1.932], [-0.816, 3.297, 2.457], [1.043, -2.142, 0.391], [-1.247, -1.712, -0.359], [0.653, 1.826, -2.201], [1.898, -0.469, -2.831], [2.314, -1.306, -0.493], [0.857, -1.879, -3.328], [1.638, -2.831, -1.124], [0.179, -0.234, -3.384]], "forces_ev_per_a": [[-0.2997, 0.8402, -0.3612], [0.6057, -0.7041, -1.1464], [-0.9318, -0.6358, -0.2211], [0.6291, 1.4294, 1.0056], [0.3321, 0.1653, -0.4698], [0.0033, 0.0979, -0.0001], [0.9564, -0.2385, -0.0312], [-0.1518, 0.4219, -0.0497], [0.4162, 0.8646, -0.6434], [0.2295, -1.0649, -0.5927], [-0.3002, -0.2466, 0.5422], [-0.1953, -1.0700, -0.0669], [-0.7332, -0.5967, 1.4611], [-0.2604, 0.2798, -0.7902], [-0.3890, 1.4507, 0.2513], [-0.0030, -0.3669, 0.2483], [0.1527, -0.6371, 0.0866], [0.4325, -0.1830, 0.5024], [0.1823, -0.1799, -0.1700], [-0.0449, -0.0544, 0.2546], [0.0505, -0.0526, -0.9364], [-0.0904, -0.6213, 0.2090], [-0.7531, -0.2106, -0.1265], [0.1518, -0.0612, 0.1147], [0.0420, 0.7809, 0.7044], [-0.3509, 0.6565, 0.1346], [0.3198, -0.0636, 0.0907]], "e_homo_ha": -0.30097, "smiles": "CC(C)(N)n1ccc2cc(F)c(F)cc21", "homo_lumo_gap_ha": 0.3288, "multiplicity": 1, "de_lowest_kj_mol": 0.0}


Record 2
{"formula": "C11H12FN", "method": "ωB97M-V/def2-TZVPD", "elements": ["F", "N", "C", "C", "C", "C", "C", "C", "C", "C", "C", "C", "C", "H", "H", "H", "H", "H", "H", "H", "H", "H", "H", "H", "H"], "xyz": [[-1.057, -0.882, 1.687], [-1.716, -2.909, -0.901], [1.493, -1.182, -0.806], [-1.282, -2.018, -0.346], [-1.252, 1.749, 0.139], [3.500, -0.040, -0.081], [2.836, -0.831, -1.008], [-3.034, -0.003, -0.040], [-1.564, 0.299, -0.331], [-0.764, -0.791, 0.327], [0.740, -0.540, 0.117], [2.715, 0.564, 0.993], [1.359, 0.389, 1.012], [-3.540, -0.575, -0.794], [-1.280, 1.672, 1.138], [3.282, -1.044, -1.948], [-1.423, 0.131, -1.382], [-3.189, -0.286, 0.906], [0.736, 0.826, 1.787], [3.167, 1.501, 1.506], [1.056, -1.822, -1.671], [-1.792, 2.556, -0.215], [-0.217, 2.029, 0.065], [4.618, 0.206, -0.153], [-3.393, 0.999, -0.002]], "forces_ev_per_a": [[0.2242, 0.0636, -0.2818], [-0.4943, -1.1195, -0.6969], [-0.1838, -0.6893, -3.3155], [1.2097, 0.9014, 1.1494], [2.2931, -2.3574, -1.8435], [0.1582, 0.9575, 1.0815], [0.2127, 0.7763, 1.2198], [0.6284, 2.4776, -2.8839], [-1.0146, 0.8894, 0.0700], [1.1477, -0.1233, -0.6281], [-0.5237, -0.1429, 2.2050], [1.9733, 1.8456, -1.5224], [-0.6243, -1.3498, 0.0824], [-0.1833, -0.3538, -0.0815], [-0.9932, 0.1920, 4.0149], [0.6073, -0.7294, -0.3986], [0.3464, 0.3233, -0.6541], [-0.4931, -1.8529, 3.4760], [0.2469, 0.1731, -0.2074], [-0.6478, -2.1980, -0.3345], [0.3714, 0.9411, 1.9550], [-1.6311, 1.0739, -0.9341], [0.6567, -0.0222, -0.9132], [-1.9468, -0.3590, -0.0773], [-1.3400, 0.6827, -0.4810]], "e_homo_ha": -0.35497, "smiles": "CC(C)[C@@](F)(C#N)c1ccccc1", "homo_lumo_gap_ha": 0.3816, "multiplicity": 1, "de_lowest_kj_mol": 167.3}


Record 3
{"formula": "C11H12FN2O", "method": "ωB97M-V/def2-TZVPD", "elements": ["F", "O", "N", "N", "C", "C", "C", "C", "C", "C", "C", "C", "C", "C", "C", "H", "H", "H", "H", "H", "H", "H", "H", "H", "H", "H", "H"], "xyz": [[-2.508, 0.250, -0.732], [1.229, 1.368, 0.217], [0.768, 3.022, -1.041], [-2.189, -2.337, -1.536], [1.134, -1.286, 1.784], [2.118, 2.360, 0.450], [-1.260, -1.357, -1.990], [-1.259, -0.063, 1.579], [0.422, 1.776, -0.771], [-0.777, -0.749, 0.442], [-1.468, -0.577, -0.741], [0.703, -0.510, 2.801], [1.876, 3.454, -0.314], [-0.541, 0.126, 2.763], [0.430, -1.450, 0.566], [-1.854, -3.207, -1.211], [2.125, -1.810, 1.844], [-1.510, -0.801, -2.832], [-3.120, -2.224, -1.772], [-2.210, 0.366, 1.476], [-0.249, -1.828, -2.207], [0.840, -1.989, -0.310], [1.309, -0.480, 3.751], [0.114, 3.595, -1.716], [-0.648, 0.983, 3.368], [2.795, 2.215, 1.265], [2.250, 4.363, -0.146]], "forces_ev_per_a": [[0.9617, -1.0689, -0.4546], [0.5600, 0.4483, -0.7625], [-2.0309, 2.2010, -2.4091], [0.9055, 0.4085, 0.1394], [1.6838, -2.5612, -2.5930], [0.7836, 1.2636, 0.6492], [1.9481, -0.6451, 0.9427], [0.5512, 0.2897, 0.7767], [-1.6222, -0.8581, -0.5414], [0.6393, -0.3812, 2.7447], [-0.4844, 0.3510, -1.2800], [-0.0593, 0.2538, 2.6275], [-1.5789, -4.8936, 1.0481], [1.0924, -0.5403, -2.7189], [0.5416, 0.5774, 0.2262], [0.0989, -0.7342, 0.2490], [-1.1250, 0.5989, 0.1128], [-0.8308, 0.7641, -1.5829], [-2.0092, -0.1261, -0.5164], [-1.0322, 0.8863, -0.0021], [-1.1159, 0.9715, 0.7516], [-0.0560, 0.2997, 0.9165], [-0.5391, 0.2866, -1.2759], [2.2647, -1.4963, 1.8416], [-1.1311, 0.3025, 1.1925], [0.3125, -0.0421, 0.0618], [1.2717, 3.4438, -0.1434]], "e_homo_ha": -0.45612, "homo_lumo_gap_ha": 0.2826, "total_charge": 1, "multiplicity": 1, "de_lowest_kj_mol": 0.0}


Record 4
{"formula": "C11H12FN3", "method": "ωB97M-V/def2-TZVPD", "elements": ["F", "N", "N", "N", "C", "C", "C", "C", "C", "C", "C", "C", "C", "C", "C", "H", "H", "H", "H", "H", "H", "H", "H", "H", "H", "H", "H"], "xyz": [[0.731, -1.285, 1.591], [-0.220, 2.793, 0.296], [-1.819, -0.333, -0.400], [0.784, 2.057, -0.162], [-3.065, -0.173, -1.037], [-2.749, -2.349, -0.556], [-3.651, -1.371, -1.158], [0.395, 0.809, -0.474], [-2.925, -3.675, -0.454], [-1.289, 2.026, 0.277], [2.991, 2.015, 0.880], [-1.580, -1.598, -0.117], [-0.189, -2.272, 1.554], [2.117, 2.597, -0.226], [-0.960, 0.745, -0.201], [-2.181, -4.291, 0.021], [-2.237, 2.395, 0.612], [0.289, -3.113, 1.019], [3.055, 0.935, 0.783], [2.561, 2.249, 1.850], [-3.381, 0.803, -1.352], [1.062, 0.069, -0.861], [2.545, 2.378, -1.209], [-4.598, -1.599, -1.604], [-3.814, -4.156, -0.825], [2.017, 3.677, -0.110], [3.990, 2.435, 0.827]], "forces_ev_per_a": [[0.2803, -0.0229, -0.1715], [-0.0945, 0.8236, 0.2475], [-0.1541, -0.8010, 0.0831], [-0.3763, -0.4060, -0.1790], [-1.0049, -0.3763, -0.3896], [-0.3727, -0.1818, -0.3196], [-0.1254, 0.4128, -0.0218], [-0.5630, -0.1356, -0.0120], [0.3029, 0.6759, 0.1043], [0.0899, -0.4453, -0.1186], [-0.1947, 0.1199, -0.1431], [2.5081, -1.0172, 1.7934], [-1.6766, 0.5780, -0.5193], [0.5723, 0.0483, 0.1765], [0.9429, 0.6745, 0.0203], [0.1727, -0.0735, 0.0883], [-0.2268, 0.1256, 0.0879], [0.1650, 0.1231, -0.4956], [0.0529, -0.1269, 0.0309], [-0.0064, -0.0036, 0.0996], [-0.0678, 0.1455, -0.0659], [0.1906, -0.2153, -0.0593], [-0.0993, 0.0843, 0.0744], [-0.2700, 0.0974, -0.1242], [-0.2033, -0.0487, -0.0828], [-0.0282, -0.1014, -0.1084], [0.1865, 0.0465, 0.0047]], "e_homo_ha": [-0.26739, -0.26734], "homo_lumo_gap_ha": [0.2420, 0.2419], "multiplicity": 1, "de_lowest_kj_mol": 204.7}